Record 1
DFT (ωB97M-V/def2-TZVPD) results for a molecular structure, C29H43BiN3O7P2 in a non-equilibrium geometry.

Geometry as XYZ:
```
85
Properties=species:S:1:pos:R:3:forces:R:3
Bi 0.662 -0.152 1.956 -1.6 -0.5 -1.0
C -2.363 -1.607 2.705 0.5 -0.5 -0.7
C -2.000 -2.717 1.917 -0.4 0.3 0.4
C -0.108 -2.096 3.081 -0.9 0.5 -0.8
C -1.203 -1.135 3.399 1.3 -0.6 -0.4
C -0.648 -3.026 2.118 0.5 1.0 0.9
C -3.745 -1.117 2.915 -0.3 0.4 -0.2
H -4.351 -1.211 2.008 0.1 0.0 0.2
H -3.761 -0.067 3.228 0.0 -0.2 -0.1
H -4.247 -1.704 3.699 0.1 0.1 -0.1
C -1.221 -0.255 4.593 -0.2 0.5 0.9
H -2.213 0.203 4.725 0.4 -0.2 0.0
H -0.497 0.563 4.510 -0.2 -0.2 0.4
H -0.976 -0.818 5.510 -0.1 0.2 -0.3
C 1.123 -2.303 3.886 0.8 -0.3 0.9
H 0.863 -2.576 4.922 0.2 -0.1 -0.3
H 1.753 -1.407 3.977 -0.1 -0.4 0.3
H 1.760 -3.079 3.437 -0.3 0.1 0.3
C 0.104 -4.165 1.544 0.2 -0.2 -0.4
H 0.030 -5.054 2.186 0.0 0.2 -0.1
H 1.167 -3.919 1.432 -0.2 -0.2 0.0
H -0.283 -4.435 0.556 0.1 0.0 0.2
C -2.923 -3.536 1.090 -0.3 -0.2 -0.4
H -3.183 -4.482 1.589 0.1 0.2 -0.1
H -2.464 -3.794 0.128 -0.1 0.0 0.1
H -3.859 -3.006 0.886 0.1 -0.1 0.0
C -1.411 1.520 -0.289 0.1 0.0 0.9
C -2.478 0.723 -0.185 0.4 0.0 0.4
C -2.877 -0.363 -1.118 -0.1 -0.6 -0.6
C -1.791 -1.007 -2.038 -0.8 0.4 -0.6
C -0.591 -1.564 -1.379 0.9 0.4 1.1
C 0.498 -0.816 -1.111 -0.2 -0.8 -0.2
C 0.714 0.593 -1.568 0.0 1.0 0.1
C -0.463 1.631 -1.434 1.0 0.4 -0.5
H -3.656 0.016 -1.798 0.0 -0.1 0.2
H -1.493 -0.266 -2.800 -0.1 -0.5 0.4
H -3.357 -1.156 -0.529 0.0 0.1 -0.1
H -0.979 1.685 -2.402 -0.1 -0.1 0.4
H -1.199 2.190 0.561 -0.3 -0.1 -0.5
H -3.128 0.833 0.690 0.3 0.0 -0.2
H 0.046 2.605 -1.317 -0.3 -0.3 -0.2
H 1.575 1.000 -1.015 -0.2 -0.1 -0.1
H 1.362 -1.268 -0.585 -0.4 -0.1 -0.5
H 1.006 0.647 -2.635 0.0 -0.4 0.4
H -2.291 -1.822 -2.580 0.0 0.2 0.0
H -0.607 -2.615 -1.066 0.0 0.3 0.0
P -0.888 0.674 -5.052 0.2 0.8 -1.6
C -0.988 2.515 -5.186 -0.2 -0.1 0.2
C -2.212 0.297 -6.308 0.0 0.0 0.5
P 1.408 -1.130 -5.815 0.3 0.4 -1.3
C 0.570 0.488 -6.213 -0.3 -0.3 0.5
C 0.845 -2.068 -7.329 0.1 -0.1 0.5
C 3.055 -0.669 -6.530 0.0 -0.3 0.3
H -0.121 2.955 -4.676 -0.2 0.0 -0.1
H -1.910 2.845 -4.691 0.2 0.2 -0.2
H -0.995 2.818 -6.244 0.0 0.0 0.4
H -2.079 0.944 -7.189 -0.1 -0.3 0.3
H -3.177 0.508 -5.828 0.1 -0.2 -0.3
H -2.167 -0.762 -6.598 -0.1 0.3 0.1
H 2.952 -0.322 -7.568 0.1 -0.1 0.3
H 3.682 -1.569 -6.493 0.1 0.3 -0.1
H 3.501 0.116 -5.907 0.1 -0.2 -0.2
H 1.278 1.319 -6.045 -0.3 -0.3 0.0
H 0.210 0.497 -7.261 0.3 0.2 0.5
H 1.427 -3.000 -7.347 -0.3 0.1 -0.2
H 1.050 -1.480 -8.237 -0.1 -0.2 0.3
H -0.224 -2.303 -7.248 0.3 0.0 -0.1
O 4.197 6.092 5.554 -0.8 -2.5 0.9
N 3.913 5.031 6.154 1.6 2.6 2.1
O 4.161 4.842 7.377 -0.6 0.4 -2.9
C 3.279 3.954 5.450 -0.5 -0.7 -0.9
C 2.952 4.073 4.090 0.3 0.4 0.9
C 2.355 3.001 3.443 0.1 -0.7 1.1
C 2.167 1.764 4.165 -0.2 0.1 -1.1
O 1.730 0.652 3.646 -0.4 -0.1 -0.3
C 2.489 1.705 5.534 -0.1 0.4 -0.2
C 3.015 2.791 6.192 0.0 -0.5 0.1
N 2.184 0.388 6.189 -0.4 -1.1 0.3
O 1.142 0.315 6.864 2.1 0.3 -1.2
O 2.943 -0.559 5.928 -1.3 1.9 0.6
N 1.971 3.230 2.069 -0.4 1.0 -2.7
O 2.263 4.318 1.551 -0.5 -2.3 1.3
O 1.334 2.360 1.380 1.1 1.2 1.9
H 3.152 4.988 3.524 0.0 -0.3 0.5
H 3.242 2.711 7.257 0.0 0.3 -0.4
```
Forces are in eV/Å.

For the relative energy (zero: lowest compared OMol25 entry of this formula, charge and spin), the calculation gives 0.0 kJ/mol. The LUMO energy is -5.3 eV. The value obtained for the calculated total energy is -73973.0200 eV. Its charge is +1.

Which charges does Löwdin predict for the atoms? In e, they are: Bi 2.07; C -0.18; C -0.20; C -0.48; C -0.35; C -0.21; C -0.02; H 0.08; H 0.08; H 0.11; C -0.05; H 0.09; H 0.05; H 0.10; C -0.08; H 0.11; H 0.02; H 0.10; C -0.02; H 0.11; H 0.09; H 0.08; C -0.02; H 0.10; H 0.08; H 0.07; C -0.15; C -0.11; C -0.16; C -0.20; C -0.09; C -0.21; C -0.20; C -0.19; H 0.13; H 0.01; H 0.09; H 0.07; H 0.09; H 0.10; H 0.11; H 0.09; H 0.07; H 0.10; H 0.12; H 0.10; P 0.82; C -0.32; C -0.30; P 0.78; C -0.60; C -0.32; C -0.34; H 0.03; H 0.04; H 0.04; H 0.04; H 0.03; H 0.03; H 0.04; H 0.03; H 0.03; H 0.05; H 0.05; H 0.03; H 0.04; H 0.02; O 0.09; N -0.31; O 0.07; C -0.12; C 0.12; C -0.04; C -0.23; O -0.32; C -0.05; C 0.12; N -0.29; O 0.10; O 0.10; N -0.26; O 0.12; O -0.13; H 0.15; H 0.15

Record 2
DFT (ωB97M-V/def2-TZVPD) results for a molecular structure, C29H43Br51FO6P2 in a non-equilibrium geometry.

Geometry as XYZ:
```
132
Properties=species:S:1:pos:R:3:forces:R:3
C -2.189 5.422 -0.325 -0.9 -0.9 -0.1
C -3.090 5.186 -1.647 -0.1 1.2 1.3
O -2.364 4.575 -2.718 -0.9 0.7 0.8
C -3.238 3.882 -3.661 0.5 0.8 -0.1
P -3.360 1.989 -3.359 -3.0 0.0 -1.2
F -3.714 0.263 -3.444 0.5 0.0 0.7
C -5.068 2.057 -2.452 -0.6 -0.7 0.1
C -6.282 2.444 -3.426 -0.7 -0.5 1.8
C -7.613 2.286 -2.527 -1.9 2.1 0.0
O -8.526 3.136 -2.518 2.7 -2.5 -0.2
O -7.809 1.141 -1.685 1.0 1.5 -0.6
O -2.588 1.975 -1.816 1.3 -1.2 -1.6
C -1.177 1.748 -1.937 0.4 2.8 0.9
C -0.713 1.346 -3.435 -3.2 0.6 0.6
O 0.218 2.178 -4.139 0.4 -1.2 2.4
C 1.442 2.397 -3.401 1.4 0.8 -0.9
C 1.685 3.972 -3.340 -0.1 -0.2 -0.9
P -0.365 -0.523 -3.374 0.4 -1.3 -1.1
C 1.411 -0.892 -2.774 0.5 0.8 1.5
C -1.465 -1.421 -2.129 -0.2 -0.3 1.5
O -1.922 1.548 -4.216 2.1 -0.3 1.6
H -1.118 5.708 -0.562 -1.3 -0.4 0.3
H -2.676 6.208 0.358 0.7 -0.9 -1.2
H -2.249 4.442 0.265 0.6 1.3 -0.8
H -3.983 4.571 -1.298 1.1 0.5 -0.6
H -3.518 6.235 -1.909 0.7 -1.6 -0.1
H -2.826 4.114 -4.709 -0.5 -0.6 1.5
H -4.266 4.367 -3.591 1.0 -0.7 -0.2
H -4.084 2.020 -4.628 0.5 -0.1 0.1
H -5.281 0.978 -2.120 0.4 1.7 -0.4
H -5.033 2.671 -1.497 -0.2 -0.4 -1.4
H -6.398 1.748 -4.314 0.4 0.7 1.1
H -6.260 3.514 -3.797 -0.1 -1.3 0.5
H -7.203 1.202 -0.905 -0.4 -0.1 -1.1
H -0.703 2.765 -1.718 -0.2 -1.0 -0.2
H -0.879 1.099 -1.048 -0.6 0.3 -1.9
H 1.504 1.864 -2.401 -0.4 0.8 -1.1
H 2.296 1.968 -4.045 -1.1 0.5 1.0
H 1.030 4.526 -2.596 0.9 -0.8 -0.7
H 2.799 4.198 -3.237 -1.5 -0.2 0.3
H 1.389 4.377 -4.375 0.4 -0.6 1.5
H 1.574 -2.009 -2.575 -0.4 1.5 -0.7
H 2.190 -0.475 -3.487 -1.1 -0.7 0.8
H 1.603 -0.374 -1.767 -0.2 -0.8 -1.4
H -2.289 -0.788 -1.672 1.0 -0.5 -0.8
H -0.859 -1.853 -1.251 -0.7 0.7 -1.3
H -1.989 -2.298 -2.647 0.9 1.4 0.7
C 2.068 0.461 1.709 -0.1 0.1 0.1
Br 3.766 1.178 1.106 -0.3 -0.1 0.1
Br 0.649 0.826 0.439 0.7 -0.1 0.8
Br 2.194 -1.429 2.128 0.0 0.3 -0.1
H 1.813 0.975 2.633 0.1 -0.1 -0.2
C 7.798 3.059 1.376 -0.1 0.1 0.0
Br 9.504 3.761 0.771 -0.3 -0.1 0.2
Br 6.374 3.437 0.117 0.2 0.0 0.3
Br 7.903 1.170 1.799 -0.1 0.3 -0.1
H 7.550 3.578 2.299 0.1 -0.1 -0.2
C 1.928 -3.370 -6.334 -0.1 0.2 -0.2
Br 1.479 -1.511 -6.025 0.2 -0.7 -0.4
Br 3.839 -3.612 -6.576 -0.1 0.0 0.1
Br 1.226 -4.535 -4.951 0.3 0.4 -0.4
H 1.449 -3.662 -7.266 0.1 0.0 0.2
C 10.951 -1.153 1.141 0.0 0.0 -0.1
Br 12.197 -0.942 2.612 -0.2 -0.1 -0.3
Br 11.524 -0.181 -0.434 0.0 -0.3 0.4
Br 10.607 -3.020 0.749 0.1 0.3 0.1
H 10.007 -0.715 1.458 0.2 -0.1 -0.1
C -5.534 0.886 1.818 -0.1 -0.1 0.1
Br -5.770 -0.501 0.481 0.1 0.3 0.3
Br -3.854 0.689 2.767 -0.2 0.1 -0.2
Br -5.730 2.659 1.063 0.0 -0.3 0.4
H -6.330 0.763 2.549 0.2 0.0 -0.2
C -3.520 -3.282 -5.772 -0.2 0.5 -0.2
Br -2.360 -1.861 -5.135 -0.1 -0.8 -0.7
Br -2.506 -4.803 -6.427 -0.1 0.1 0.1
Br -4.817 -3.810 -4.428 0.2 0.0 -0.2
H -4.081 -2.887 -6.616 0.0 -0.3 0.2
C 7.788 0.417 -2.963 -0.1 0.0 -0.1
Br 8.740 1.750 -1.924 -0.1 -0.4 -0.4
Br 8.916 -1.098 -3.400 -0.2 0.2 0.1
Br 6.146 -0.133 -2.091 0.3 0.1 -0.1
H 7.507 0.887 -3.903 0.1 -0.1 0.2
C 4.955 -6.244 -3.928 0.0 0.1 -0.1
Br 6.089 -4.813 -3.277 -0.2 -0.3 -0.1
Br 5.994 -7.729 -4.618 -0.2 0.2 0.2
Br 3.679 -6.821 -2.588 0.2 0.0 -0.1
H 4.382 -5.842 -4.762 0.1 -0.1 0.2
C -2.165 1.348 6.411 -0.1 0.0 0.0
Br -2.768 3.128 6.888 0.2 -0.3 -0.1
Br -0.977 1.375 4.880 -0.2 0.0 0.3
Br -1.371 0.426 7.921 -0.1 0.2 -0.3
H -3.046 0.781 6.119 0.2 0.1 0.0
C 0.301 -5.544 -0.999 0.1 0.2 -0.1
Br 0.062 -4.339 0.501 0.0 -0.2 -0.3
Br 0.107 -7.402 -0.473 0.0 0.2 -0.1
Br -0.861 -5.089 -2.480 0.0 -0.3 0.5
H 1.325 -5.418 -1.348 -0.2 0.0 0.1
C 13.771 -1.217 6.789 0.0 0.1 0.0
Br 12.009 -0.537 6.353 0.3 -0.2 0.1
Br 13.998 -1.458 8.699 -0.1 0.0 -0.3
Br 14.181 -2.836 5.804 -0.1 0.3 0.2
H 14.490 -0.463 6.475 -0.2 -0.2 0.1
C -7.867 6.005 3.090 0.0 0.1 -0.1
Br -6.265 6.335 2.051 -0.3 -0.1 0.2
Br -9.314 5.338 1.985 0.3 0.1 0.2
Br -7.518 4.840 4.601 0.0 0.1 -0.3
H -8.189 6.962 3.493 0.1 -0.2 -0.1
C 0.616 -2.862 9.850 0.0 0.0 -0.2
Br 1.118 -4.149 11.212 -0.1 0.2 -0.2
Br -1.035 -3.358 8.966 0.3 0.0 0.2
Br 0.544 -1.057 10.556 0.0 -0.4 0.0
H 1.399 -2.877 9.095 -0.2 0.0 0.2
C -8.654 -1.540 4.403 -0.1 -0.1 0.0
Br -8.890 -2.925 3.068 0.1 0.3 0.2
Br -6.973 -1.729 5.350 -0.2 0.1 -0.2
Br -8.856 0.233 3.644 0.0 -0.3 0.1
H -9.449 -1.665 5.135 0.2 0.0 -0.2
C -0.791 -7.590 10.001 0.0 0.1 0.0
Br -1.412 -7.392 8.176 0.1 -0.1 0.3
Br -2.246 -7.987 11.219 0.3 0.0 -0.2
Br 0.639 -8.892 10.138 -0.3 0.2 0.0
H -0.377 -6.629 10.302 -0.1 -0.2 -0.1
C -4.500 8.385 -4.834 -0.1 -0.1 -0.1
Br -3.489 9.838 -4.041 -0.1 -0.2 -0.1
Br -3.351 7.134 -5.762 -0.2 0.2 0.2
Br -5.628 7.495 -3.532 0.2 0.2 -0.3
H -5.160 8.826 -5.577 0.2 -0.1 0.2
C 3.137 -8.369 1.937 0.0 0.1 -0.1
Br 2.662 -6.521 2.275 0.2 -0.4 0.0
Br 5.045 -8.585 1.670 -0.3 0.0 0.1
Br 2.462 -9.550 3.318 0.1 0.2 -0.2
H 2.651 -8.656 1.006 0.1 0.1 0.2
```
Forces are in eV/Å.

The LUMO energy is 0.6 eV. The value obtained for the calculated total energy is -3636510.3400 eV. Its charge is -1.

Löwdin atomic charge list, values in e, 99 entries: C -0.08; C -0.29; O -0.24; C -0.26; P 0.59; F -0.39; C -0.28; C -0.12; C -0.40; O 0.03; O -0.04; O -0.27; C -0.25; C -0.59; O -0.11; C -0.26; C -0.07; P 0.85; C -0.34; C -0.34; O -0.27; H 0.07; H 0.07; H 0.07; H 0.10; H 0.08; H 0.09; H 0.07; H 0.05; H 0.06; H 0.00; H 0.12; H 0.10; H -0.02; H 0.12; H -0.04; H 0.09; H 0.12; H 0.07; H 0.07; H 0.09; H 0.04; H 0.00; H -0.03; H 0.05; H 0.01; H -0.04; C -1.57; Br 0.53; Br 0.74; Br 0.55; H -0.04; C -1.57; Br 0.55; Br 0.53; Br 0.58; H -0.02; C -1.55; Br 0.63; Br 0.57; Br 0.52; H -0.02; C -1.61; Br 0.53; Br 0.53; Br 0.57; H -0.10; C -1.56; Br 0.66; Br 0.55; Br 0.64; H -0.10; C -1.57; Br 0.65; Br 0.51; Br 0.54; H -0.03; C -1.57; Br 0.50; Br 0.55; Br 0.56; H -0.02; C -1.62; Br 0.55; Br 0.56; Br 0.56; H -0.10; C -1.61; Br 0.57; Br 0.54; Br 0.53; H -0.04; C -1.58; Br 0.55; Br 0.56; Br 0.57; H -0.07; C -1.62; Br 0.54

Which value of calculated total energy does entry 2 give?
-3636510.3400 eV

Which value of calculated total energy does entry 2 give?
-3636510.3400 eV

Which value of calculated total energy does entry 1 give?
-73973.0200 eV

The highest charge belongs to which entry?
C29H43BiN3O7P2